Record 1
52
Properties=species:S:1:pos:R:3 method="wB97M-V/def2-TZVPD" smiles="CC(=O)N(C)BON=O.COC(=O)OC.COC(=O)OC.COC(=O)OC" homo_energy_ev=-10.156 total_charge=0 max_force_ev_per_a=3.025 homo_lumo_gap_ev=9.39 energy_ha=-1509.4272 lumo_ev=-0.8
C 1.905 -0.036 0.756
C 0.816 0.239 -0.273
O 1.083 -0.042 -1.387
N -0.413 0.890 -0.024
C -0.456 1.865 1.074
B -1.637 0.159 -0.283
O -2.419 -0.471 0.747
N -1.868 -1.759 0.869
O -1.789 -2.091 1.986
H 2.076 -1.105 0.802
H 2.819 0.379 0.360
H 1.708 0.318 1.761
H -0.487 2.858 0.640
H 0.375 1.807 1.760
H -1.368 1.782 1.661
H -2.108 0.151 -1.375
C 2.456 1.062 -3.532
O 2.728 2.162 -4.415
C 3.238 3.230 -3.813
O 3.474 3.338 -2.636
O 3.443 4.172 -4.738
C 3.992 5.386 -4.226
H 2.046 0.260 -4.138
H 3.374 0.717 -3.061
H 1.730 1.346 -2.790
H 4.968 5.208 -3.776
H 3.318 5.838 -3.501
H 4.109 6.061 -5.070
C -8.217 3.048 2.471
O -7.341 2.114 1.840
C -6.485 1.517 2.672
O -6.405 1.707 3.858
O -5.733 0.678 1.960
C -4.761 -0.039 2.726
H -8.855 3.458 1.692
H -8.838 2.552 3.215
H -7.651 3.858 2.928
H -5.245 -0.657 3.480
H -4.057 0.648 3.193
H -4.223 -0.678 2.044
C 5.530 -6.010 0.671
O 4.235 -6.154 0.086
C 3.390 -5.165 0.375
O 3.631 -4.206 1.062
O 2.229 -5.421 -0.229
C 1.226 -4.433 0.002
H 6.115 -6.871 0.360
H 6.015 -5.103 0.313
H 5.462 -5.999 1.757
H 1.542 -3.463 -0.381
H 0.989 -4.365 1.062
H 0.334 -4.739 -0.537

=====

Record 2
44
Properties=species:S:1:pos:R:3 method="wB97M-V/def2-TZVPD" homo_energy_ev=-14.502 total_charge=+2 max_force_ev_per_a=1.825 homo_lumo_gap_ev=7.33 energy_ha=-3025.5960 lumo_ev=-7.2
I 0.273 2.022 -5.807
I -0.303 3.851 -3.932
Sc 0.004 0.175 -1.156
P -2.497 -0.046 -1.204
C -3.355 1.084 -0.065
C -3.045 0.321 -2.905
H -4.142 0.160 -2.923
H -4.137 -1.778 -0.962
H -2.521 -0.360 -3.602
H -2.520 -2.458 -1.474
H -3.036 2.116 -0.317
H -2.747 1.358 -3.161
C -3.042 -1.744 -0.811
H -4.445 0.928 -0.212
H -2.774 -1.987 0.233
H -3.025 0.848 0.969
P 2.510 -0.020 -1.196
C 3.364 1.116 -0.058
C 3.072 -1.714 -0.807
H 2.546 -0.329 -3.598
H 4.162 0.206 -2.914
H 2.755 1.382 -3.158
C 3.063 0.351 -2.895
H 2.556 -2.432 -1.471
H 4.169 -1.742 -0.954
H 4.454 0.966 -0.208
H 3.041 0.884 0.979
H 2.797 -1.951 0.237
H 3.038 2.145 -0.309
Cl 0.017 -1.627 -2.622
C -0.023 -0.134 5.317
C -0.022 -0.140 3.815
C 0.263 1.020 3.114
C 0.263 1.032 1.712
N -0.001 -0.100 0.986
C -0.284 -1.254 1.669
C -0.303 -1.292 3.073
H 0.959 0.160 5.730
H -0.751 0.591 5.726
H -0.275 -1.133 5.709
H 0.500 1.941 3.655
H 0.484 1.925 1.152
H -0.498 -2.114 1.062
H -0.543 -2.226 3.582

=====

Record 3
46
Properties=species:S:1:pos:R:3 method="wB97M-V/def2-TZVPD" homo_energy_ev=-10.847 total_charge=+1 max_force_ev_per_a=6.382 homo_lumo_gap_ev=8.11 energy_ha=-1852.2677 lumo_ev=-2.7
C 0.902 -1.819 -2.948
C 0.861 -0.932 -1.867
N 0.197 -1.324 -0.810
C -0.447 -2.453 -0.630
C -0.449 -3.360 -1.694
C 0.234 -3.040 -2.863
C 1.497 0.446 -1.923
P 1.931 1.149 -0.281
Pb 0.051 0.242 0.940
P -1.685 -1.298 1.656
C -1.085 -2.768 0.722
O -0.244 2.850 -3.035
O -1.301 3.422 -0.590
H 1.452 -1.532 -3.843
H -0.979 -4.306 -1.580
H 0.249 -3.734 -3.701
C 3.503 0.495 0.207
C 2.058 2.893 -0.425
H -1.900 -3.504 0.607
H -0.311 -3.225 1.367
H 0.782 1.187 -2.374
H 2.396 0.430 -2.572
C -1.704 -1.718 3.366
C -3.330 -0.937 1.121
H -1.219 2.462 -0.315
H -1.034 3.913 0.200
H -0.589 3.228 -2.187
H -1.020 2.446 -3.432
H 1.143 -0.708 1.912
H -1.100 1.077 -0.080
H 4.273 0.848 -0.503
H 3.769 0.848 1.221
H 3.497 -0.605 0.226
H 2.830 3.139 -1.184
H 1.097 3.339 -0.737
H 2.349 3.327 0.538
H -3.989 -1.787 1.382
H -3.707 -0.030 1.627
H -3.371 -0.759 0.038
H -2.431 -2.541 3.528
H -0.710 -2.035 3.715
H -2.015 -0.850 3.962
F 0.098 1.025 3.755
C -0.083 1.608 2.486
F -1.328 2.248 2.562
F 0.860 2.643 2.440

=====

Record 4
45
Properties=species:S:1:pos:R:3 method="wB97M-V/def2-TZVPD" homo_energy_ev="-20.280 / -19.845" total_charge=+3 max_force_ev_per_a=8.134 s_squared=3.982 homo_lumo_gap_ev="6.93 / 4.94" energy_ha=-2882.9314 spin_multiplicity=4 lumo_ev="-13.4 / -14.9"
C -2.693 1.888 -1.269
I -0.782 2.130 -2.464
H -2.629 1.312 -0.339
H -3.397 1.433 -1.969
H -2.976 2.923 -1.076
Mn 0.387 0.598 -1.012
P -0.957 -1.377 -1.126
C -1.011 -1.768 -2.908
C -0.394 -2.937 -0.371
H -1.137 -3.722 -0.562
H -3.145 -2.343 -0.906
H -0.268 -2.806 0.710
H -2.798 -1.195 0.429
H 0.011 -2.003 -3.231
H 0.566 -3.217 -0.817
C -2.716 -1.361 -0.654
H -1.660 -2.639 -3.060
H -3.267 -0.576 -1.183
H -1.389 -0.918 -3.488
P 0.220 1.594 1.118
C 1.127 3.169 0.988
C -1.412 2.123 1.735
H 0.478 -0.159 2.767
H 0.826 1.458 3.457
H 2.027 0.654 2.402
C 0.958 0.808 2.585
H -1.995 1.241 2.024
H -1.254 2.765 2.611
H 0.984 3.733 1.920
H 0.773 3.765 0.138
H -1.960 2.686 0.974
H 2.189 2.930 0.851
C 1.817 1.112 -2.114
O 2.713 1.326 -2.828
O 2.031 -2.185 -2.197
C 2.703 -1.634 -1.329
C 4.117 -2.041 -0.943
C 4.549 -0.998 0.054
C 3.366 -0.041 0.135
O 3.386 1.034 0.720
N 2.305 -0.548 -0.588
H 4.100 -3.052 -0.523
H 4.750 -2.021 -1.837
H 4.749 -1.417 1.048
H 5.424 -0.438 -0.292

=====

Record 5
42
Properties=species:S:1:pos:R:3 method="wB97M-V/def2-TZVPD" smiles="CCC[C@@H]1CN[C@@H](CCCN)[C@H](CC(=O)I)[NH2+]1" homo_energy_ev=-12.123 total_charge=+1 max_force_ev_per_a=0.486 homo_lumo_gap_ev=9.07 energy_ha=-1009.1884 lumo_ev=-3.1
C -3.784 0.418 0.924
C -3.871 -0.352 -0.399
C -2.857 0.083 -1.478
C -1.465 0.440 -0.977
C -0.488 0.907 -2.031
N 0.776 1.292 -1.415
C 1.508 0.145 -0.920
C 2.677 0.576 -0.005
C 2.402 1.687 1.018
C 1.603 1.275 2.270
N 2.390 1.510 3.487
C 0.643 -0.999 -0.268
C 0.934 -2.351 -0.934
C 2.284 -2.880 -0.477
O 2.675 -2.772 0.641
I 3.415 -3.901 -1.962
N -0.881 -0.788 -0.301
H -4.700 0.303 1.502
H -3.644 1.491 0.754
H -2.953 0.081 1.558
H -3.789 -1.429 -0.216
H -4.874 -0.207 -0.810
H -2.747 -0.728 -2.214
H -3.246 0.938 -2.038
H -1.527 1.214 -0.205
H -0.919 1.743 -2.588
H -0.296 0.095 -2.746
H 0.582 1.927 -0.649
H 1.957 -0.324 -1.807
H 3.040 -0.306 0.534
H 3.487 0.902 -0.663
H 3.368 2.058 1.375
H 1.938 2.555 0.541
H 1.281 0.226 2.193
H 0.694 1.880 2.364
H 1.800 1.418 4.307
H 3.102 0.793 3.583
H 0.900 -1.104 0.787
H 0.219 -3.122 -0.614
H 0.902 -2.286 -2.024
H -1.306 -1.598 -0.756
H -1.228 -0.809 0.658